# C33H43N5NiP2

A molecular structure, C33H43N5NiP2 in a non-equilibrium geometry (the ωB97M-V functional and the def2-TZVPD basis, the Open Molecules 2025 dataset).

```
84
Properties=species:S:1:pos:R:3:forces:R:3:lowdin_charge:R:1
C 3.19653 1.48613 2.27149 0.844 -0.132 -0.818 -0.256
H -3.38608 -3.84882 -1.76200 0.202 -0.013 0.032 0.089
C 3.22188 -2.85963 -4.95025 -0.802 0.367 0.772 -0.100
C -3.56740 0.79834 2.50329 -0.094 0.452 0.091 -0.077
H -4.23233 1.57505 2.89052 0.106 0.086 -0.732 0.102
H 4.81735 -2.28149 2.19863 -0.153 -0.079 0.034 0.062
H -0.21990 0.74416 1.74800 -0.600 -0.320 -0.281 0.084
H 1.65558 -3.73483 -6.33032 0.015 0.075 0.232 0.090
C -2.63522 4.57365 -0.25682 0.824 -0.914 -0.167 -0.099
H 3.61788 1.08354 3.22671 -0.510 0.185 -0.810 -0.015
H 0.88458 -1.82883 5.94920 0.304 0.065 -0.032 0.085
N -1.17402 2.98379 -0.96001 0.194 -0.125 1.172 -0.236
H -0.74897 -3.74150 -1.04113 -0.057 0.227 -0.127 0.103
Ni 2.58723 -0.08015 1.17626 0.088 -0.049 1.944 0.300
C -1.31243 -3.06052 -1.67209 -0.593 0.507 -0.468 -0.183
H 4.05652 1.91683 1.72409 -0.456 0.411 0.258 -0.060
C -2.26551 2.97680 -1.83334 -0.225 0.614 0.618 -0.145
C 4.35239 -2.87934 2.98817 0.172 -0.302 -0.624 -0.065
H -4.12100 4.15764 -1.90101 -0.097 0.036 -0.053 0.085
H -2.09691 2.18655 1.88179 -0.204 -0.042 0.713 0.088
H -3.80441 -1.78558 -3.47486 0.240 0.044 0.123 0.094
H -3.91678 -0.97753 1.45467 -0.475 0.006 -0.091 0.088
C 1.91166 -3.26715 -5.38729 -0.113 0.461 1.480 -0.091
C 3.08302 -2.30289 -3.68249 -0.783 -0.564 -0.426 -0.158
H 1.23959 4.89766 -5.10458 0.108 0.069 0.217 0.093
H -0.49221 1.50966 -3.08084 0.019 -0.142 0.758 0.035
H 1.83611 1.32799 4.14288 -0.128 -0.128 0.210 0.036
H -4.34888 -2.56789 3.21523 0.218 0.109 -0.069 0.134
H 4.18089 -3.90453 2.61499 0.272 0.292 0.027 0.076
C 2.32221 4.94363 -3.10488 -0.123 -0.477 0.405 -0.101
C -2.33316 -2.02029 3.23749 -1.222 -0.005 2.372 0.017
H -4.09959 -1.37663 4.46666 0.666 -0.001 -0.297 0.123
P 0.49260 2.16850 -0.94712 -2.201 2.519 -2.793 1.140
H -5.33853 -0.47090 2.37009 0.840 -0.005 0.271 0.127
H -0.04416 -3.10943 -4.27727 0.232 -0.063 -0.068 0.092
C 1.02575 -2.97303 -4.34947 0.962 0.170 -0.188 -0.138
H -0.88741 0.44119 -1.74047 0.081 -0.059 -0.101 0.046
H -1.70438 -3.16632 1.45800 0.577 0.432 0.870 0.139
H -1.74152 -2.13316 4.18116 -0.289 -1.074 -0.937 0.146
H -0.66442 -1.19701 0.40734 -0.030 -0.485 0.569 0.065
C 1.38185 4.52494 -4.09824 -0.559 -0.764 0.917 -0.087
P 1.05621 -1.51904 -1.85155 -1.510 -1.025 -3.075 1.110
C -1.42707 3.94457 0.01353 -0.702 0.080 -0.867 -0.191
H 2.39320 2.21081 2.46282 0.417 0.086 -0.164 -0.052
N 1.73739 -2.39351 -3.28183 0.514 -0.299 -0.581 -0.275
C -2.32305 1.14485 2.11743 -0.572 0.186 0.778 -0.077
H -0.70621 4.10461 0.79762 0.039 0.125 0.046 0.097
H -2.28951 -0.68043 0.38456 0.152 -0.216 0.252 0.126
H -3.03071 5.39475 0.30530 -0.232 0.113 0.136 0.084
H -0.19202 2.94126 -3.98847 0.384 0.468 0.210 0.096
C 1.51529 -1.83005 5.06469 0.338 0.090 -0.667 -0.096
C 3.07550 -2.30575 3.48106 -2.093 0.790 0.723 -0.361
C -4.22915 -0.56775 2.41673 0.011 -0.140 -0.336 -0.183
C 2.47411 -2.77822 4.67409 -0.102 0.244 -0.080 -0.095
C -3.18877 3.94049 -1.41394 1.518 -0.720 0.094 -0.087
C -3.79638 -1.63687 3.43810 0.284 0.837 0.148 -0.145
C -1.48909 -0.96484 1.09948 -0.593 -0.372 -0.552 -0.157
H 5.07285 -2.94325 3.82552 -0.353 0.017 -0.383 0.084
H -1.44297 -0.42872 -3.65827 -0.096 -0.743 0.244 0.107
H -0.90372 -0.24427 2.96048 -0.103 0.198 0.493 0.063
H 0.89479 -0.05554 -3.82128 0.064 -0.364 0.363 0.099
C 2.14726 4.14379 -1.98830 -0.523 0.199 -0.879 -0.150
H 0.83130 0.67519 5.46517 0.207 -0.176 -0.327 0.088
N 1.09703 3.26598 -2.23652 0.700 -0.035 0.233 -0.265
H 3.02499 5.75313 -3.19467 0.145 -0.045 -0.019 0.086
N 2.39034 -1.17594 3.02811 0.915 -0.390 1.075 0.006
H 2.03609 0.52473 -2.64243 -0.206 0.017 0.098 0.079
C -1.16042 0.21569 2.01792 0.268 0.028 -1.083 -0.214
N -0.68120 -1.96385 -2.29169 -0.340 -0.379 0.886 -0.262
H 3.80312 -1.83875 -3.02406 0.062 -0.142 -0.073 0.099
C 1.08286 0.58221 4.39541 -0.558 0.620 0.053 -0.070
H -2.32433 2.30924 -2.68475 0.004 0.159 0.272 0.093
C 1.03111 0.08473 -2.73891 0.178 0.220 0.012 -0.407
H 4.14318 -2.97092 -5.50536 -0.091 0.114 0.130 0.089
C -0.06993 0.99292 -2.21070 -0.068 -0.507 0.334 -0.492
C -2.64875 -3.11552 -2.05650 1.016 0.597 -0.210 -0.100
C -1.86768 -2.18756 1.95699 1.239 0.175 -2.467 0.024
H 2.76982 -3.69009 5.19086 -0.063 0.319 -0.031 0.091
C 1.55541 -0.78606 4.09623 0.330 -1.955 -0.395 -0.353
C -1.65968 -1.33846 -3.08870 -0.596 -0.510 0.259 -0.152
C 0.62127 3.50832 -3.53897 0.829 0.378 0.266 -0.136
H 2.65549 4.09412 -1.03209 -0.045 0.168 -0.205 0.101
H 0.17362 0.87587 3.86494 0.156 0.195 -0.012 0.041
C -2.87999 -2.02042 -2.96025 1.823 0.204 0.296 -0.075
```
Forces are in eV/Å.

Properties
Calculated total energy: -3747.62913 hartree
Frontier orbital gap (spin up / spin down): 0.1178 / 0.1168 hartree
LUMO (spin up / spin down): -0.108 / -0.106 hartree
Spin multiplicity: 3
Net charge: 0
Energy relative to the best compared isomer or geometry (same formula, charge and spin): 124.13 kcal per mole
Highest occupied orbital energy (spin up / spin down): -6.147 / -6.077 eV